Record 1
Density functional theory data (wB97M-V/def2-TZVPD) for a 2-piece molecular cluster, C21H26NO3 overall.

Calculated values
2S+1: 1
Charge: +1
HOMO (eV): -10.9
Energy above the lowest of the compared OMol25 structures with the same formula, charge and spin (kcal per mole): 53.4

CARTESIAN COORDINATES (ANGSTROEM)
C (5.53277, 2.79721, -1.66909)
O (5.26708, 1.38029, -1.58499)
C (3.97403, 0.98376, -1.68235)
C (3.70288, -0.38042, -1.40274)
C (2.40547, -0.79943, -1.29223)
C (1.30911, 0.10560, -1.40928)
C (0.01983, -0.36754, -1.05345)
C (-1.17408, 0.40249, -1.01356)
C (-2.39060, -0.28057, -1.28229)
C (-3.55764, 0.43441, -1.44789)
C (-3.54123, 1.84273, -1.29282)
O (-4.74121, 2.43865, -1.51444)
C (-5.71238, 1.35726, -1.80727)
C (-4.95050, 0.02947, -1.81303)
C (-2.36950, 2.53290, -0.94156)
C (-1.22132, 1.80550, -0.73060)
C (1.59928, 1.42044, -1.86909)
C (2.90284, 1.86627, -1.97768)
H (6.60683, 2.88352, -1.50773)
H (5.25834, 3.18011, -2.66155)
H (4.98245, 3.34952, -0.89339)
H (4.53745, -1.05436, -1.23052)
H (2.18574, -1.83742, -1.05262)
H (-0.09887, -1.45356, -1.05144)
H (-2.38315, -1.36650, -1.39323)
H (-6.48289, 1.38248, -1.02818)
H (-6.17583, 1.58871, -2.77265)
H (-5.00314, -0.43667, -2.80326)
H (-5.36474, -0.68291, -1.09179)
H (-2.41297, 3.61331, -0.84855)
H (-0.32605, 2.31036, -0.36468)
H (0.78125, 2.09613, -2.11141)
H (3.10816, 2.90156, -2.25484)
O (2.30479, -2.68174, 1.08671)
C (1.67286, -3.00909, 2.30051)
C (0.87265, -1.79204, 2.72389)
C (0.01418, -2.10034, 3.95707)
C (-1.29234, -1.31276, 3.75235)
C (-1.30338, -0.90182, 2.25845)
N (-0.06188, -1.38701, 1.69819)
H (2.90898, -3.39939, 0.84837)
H (0.98014, -3.85125, 2.15771)
H (2.40795, -3.23705, 3.08871)
H (1.58148, -0.96002, 2.92498)
H (-0.19459, -3.17713, 3.95392)
H (0.54497, -1.87134, 4.88722)
H (-2.16201, -1.92536, 4.00227)
H (-1.30191, -0.42656, 4.39444)
H (-2.15872, -1.35898, 1.73312)
H (-1.42700, 0.19096, 2.13169)
H (0.34643, -0.84234, 0.95065)

Löwdin atomic charge list, values in e, 8 entries:
1. C -0.038
2. O -0.044
3. C -0.217
4. C 0.037
5. C 0.004
6. C -0.189
7. C 0.059
8. C -0.204

Record 2
Density functional theory data (wB97M-V/def2-TZVPD) for a 5-piece molecular cluster, C21H26O11 overall.

Calculated values
2S+1: 1
HOMO (eV): -9.0
Energy above the lowest of the compared OMol25 structures with the same formula, charge and spin (kcal per mole): 50.7

CARTESIAN COORDINATES (ANGSTROEM)
O (-1.58660, -3.63847, -5.05112)
C (-1.08360, -2.58747, -4.49912)
C (-1.92660, -1.49347, -4.08412)
C (-1.37860, -0.16047, -3.58012)
O (-2.07460, 0.73353, -2.89812)
C (0.03840, 0.02953, -3.55012)
O (0.63240, 1.03353, -3.24612)
C (0.89240, -1.02947, -3.91312)
C (0.30440, -2.38247, -4.42512)
O (1.13840, -3.39647, -4.82512)
H (-3.02360, -1.55947, -4.08912)
H (-3.01160, 0.64553, -3.00012)
H (1.94740, -0.93747, -3.88212)
H (0.72940, -4.05847, -5.24312)
O (-2.06760, 0.01353, 1.53888)
C (-2.52260, 1.11253, 1.36188)
C (-3.97260, 1.26553, 1.55688)
C (-4.77260, 2.54053, 1.52188)
O (-6.06360, 2.55953, 1.18388)
C (-3.92660, 3.74553, 1.64288)
O (-4.52160, 4.86653, 1.63788)
C (-2.44560, 3.63153, 1.35488)
C (-1.75960, 2.32153, 1.29788)
O (-0.44260, 2.13653, 1.21088)
H (-4.58060, 0.29553, 1.41088)
H (-6.25160, 3.49553, 0.81188)
H (-1.93660, 4.67153, 1.43688)
H (-0.02360, 1.24053, 1.27988)
C (-0.17460, -3.71447, 1.55088)
C (0.04140, -3.81147, 0.10588)
C (-0.78060, -2.98447, -0.77312)
O (0.90540, -4.58747, -0.38612)
H (0.55940, -4.19147, 2.25288)
H (-1.11260, -4.11147, 1.84688)
H (-0.07660, -2.74247, 1.81588)
H (-0.45560, -3.21847, -1.77512)
H (-0.53560, -2.09047, -0.78812)
H (-1.75260, -3.17347, -0.71112)
C (2.91740, -1.47247, 1.19388)
C (2.16240, -0.48747, 0.42688)
C (2.86540, 0.31953, -0.64812)
O (1.03540, -0.21447, 0.83688)
H (3.96040, -1.39547, 1.08188)
H (2.67440, -2.34047, 0.44388)
H (2.42140, -1.76947, 2.14188)
H (2.35540, 1.16453, -0.70612)
H (2.77540, -0.12447, -1.46212)
H (3.72540, 0.75253, -0.48312)
C (2.74740, 1.51953, 3.75288)
C (3.28140, 2.88053, 3.60288)
C (3.20040, 3.38453, 2.16788)
O (3.57740, 3.62353, 4.56888)
H (3.04940, 1.37353, 4.71488)
H (3.36440, 0.79953, 3.12988)
H (1.58940, 1.22153, 3.85388)
H (3.86840, 4.15053, 1.96088)
H (2.22040, 3.50653, 1.94788)
H (3.28040, 2.63853, 1.37488)

Löwdin atomic charge list, values in e, 8 entries:
1. O 0.062
2. C -0.374
3. C 0.100
4. C -0.163
5. O 0.143
6. C -0.433
7. O 0.141
8. C 0.119

Record 3
Density functional theory data (wB97M-V/def2-TZVPD) for an isolated molecule of C21H26O5.

Calculated values
2S+1: 1
HOMO (eV): -9.0

CARTESIAN COORDINATES (ANGSTROEM)
C (-2.92670, 1.25411, 1.00862)
O (-2.71172, 1.33583, -0.46019)
C (-1.29653, 1.61775, -0.76615)
C (-1.05533, 1.26738, -2.37992)
C (0.06240, 2.28569, -3.06334)
C (1.12754, 1.36620, -3.93696)
C (2.36117, 0.86206, -2.93759)
C (2.41475, -0.79242, -2.94884)
C (2.90211, -1.28494, -1.46182)
C (1.60563, -1.51277, -0.43497)
C (1.69992, -0.85422, 1.07434)
C (0.53530, -0.98227, 2.22930)
C (0.71364, -0.29346, 3.70654)
C (1.68318, 1.04084, 3.72864)
O (0.89961, 2.16414, 3.16572)
C (1.59692, 2.79478, 2.02610)
O (0.91067, 3.39695, 1.05142)
C (-0.84094, -1.82813, 1.81199)
C (-0.99312, -2.46691, 0.27838)
C (0.23296, -2.31645, -0.83483)
C (-2.42010, -3.25757, -0.08579)
O (-2.52644, -3.99292, -1.20056)
C (-3.73360, -3.07858, 0.93344)
C (-3.63553, -2.50820, 2.31790)
C (-2.10871, -2.08481, 2.85073)
O (-1.96957, -2.00832, 4.18196)
H (-2.14573, 1.86022, 1.63831)
H (-2.80580, 0.12616, 1.29638)
H (-4.04065, 1.55094, 1.31262)
H (-0.64217, 0.94607, -0.06609)
H (-1.04817, 2.74720, -0.54640)
H (-0.69083, 0.13272, -2.39505)
H (-2.08357, 1.42517, -2.92131)
H (-0.41498, 3.11381, -3.74938)
H (0.57448, 2.84703, -2.16494)
H (1.60702, 2.02750, -4.77993)
H (0.55475, 0.47251, -4.42968)
H (2.20067, 1.32814, -1.87525)
H (3.37807, 1.26818, -3.38246)
H (3.18871, -1.19993, -3.73383)
H (1.30629, -1.15429, -3.13822)
H (3.50647, -0.37692, -0.99071)
H (3.56938, -2.24937, -1.45529)
H (2.68183, -0.26741, 1.33305)
H (1.02415, -1.13328, 4.45987)
H (-0.36849, 0.09304, 4.02811)
H (2.71076, 0.90256, 3.18547)
H (1.94459, 1.22557, 4.87872)
H (2.77838, 2.79374, 1.97692)
H (0.10684, -2.81177, -1.90970)
H (-4.82584, -3.39224, 0.57391)
H (-4.59369, -2.39911, 3.00075)

Löwdin atomic charge list, values in e, 8 entries:
1. C -0.103
2. O -0.263
3. C -0.215
4. C -0.140
5. C -0.199
6. C -0.208
7. C -0.194
8. C -0.201

Record 4
Density functional theory data (wB97M-V/def2-TZVPD) for C21H27AgCl2N2O2Sb as an isolated structure.

Calculated values
2S+1: 1
Charge: -1
HOMO (spin up / spin down) (eV): -3.1 / -3.1
Energy above the lowest of the compared OMol25 structures with the same formula, charge and spin (kcal per mole): 33.0

CARTESIAN COORDINATES (ANGSTROEM)
Ag (8.36966, 10.28424, 12.09750)
O (6.91497, 9.20268, 13.53537)
C (6.37953, 9.57375, 14.63096)
C (5.55142, 8.66320, 15.33157)
C (5.00463, 8.90679, 16.58308)
C (5.34226, 10.10730, 17.24667)
C (6.14425, 11.03049, 16.60145)
C (6.62013, 10.90090, 15.29893)
C (7.10678, 12.06750, 14.67561)
N (7.63436, 12.14058, 13.44588)
N (7.64501, 13.37436, 12.96643)
C (8.15712, 13.45070, 11.70768)
O (8.38966, 12.41121, 10.97230)
C (8.38941, 14.79058, 11.12672)
C (7.66889, 15.93935, 11.47848)
C (7.90682, 17.14891, 10.88509)
C (8.82410, 17.21991, 9.82222)
C (9.47585, 16.06665, 9.40964)
C (9.24974, 14.88287, 10.06464)
H (5.37266, 7.67865, 14.91364)
H (4.33608, 8.16096, 17.03127)
H (5.01748, 10.30686, 18.28374)
H (6.34982, 12.01602, 17.11083)
H (7.10580, 13.04203, 15.27870)
H (7.03701, 15.92507, 12.39690)
H (7.30577, 17.99837, 11.15463)
H (9.00868, 18.14808, 9.27993)
H (10.21847, 16.08607, 8.61990)
H (9.84678, 14.04590, 9.73982)
Cl (10.71804, 10.07295, 13.45155)
C (12.19500, 10.82370, 12.73026)
Cl (12.38208, 10.40461, 10.99006)
H (13.00362, 10.37897, 13.29096)
H (12.05484, 11.88199, 12.81973)
C (5.59558, 6.87260, 8.37993)
C (6.59072, 7.00856, 9.50859)
Sb (6.99749, 9.06336, 10.10100)
C (5.37919, 10.27203, 9.42290)
C (5.62312, 11.75425, 9.33031)
C (8.54372, 9.41604, 8.57894)
C (8.11353, 9.15485, 7.14530)
H (5.44900, 5.88106, 7.95964)
H (5.86472, 7.49106, 7.50804)
H (4.62183, 7.27458, 8.65275)
H (7.56633, 6.60248, 9.23519)
H (6.20094, 6.47986, 10.38706)
H (4.58758, 10.00947, 10.13071)
H (4.98065, 9.91079, 8.42842)
H (6.27970, 12.23330, 10.09143)
H (4.64586, 12.23254, 9.38082)
H (6.04560, 11.93726, 8.32594)
H (9.52486, 8.96828, 8.82688)
H (8.66370, 10.48558, 8.70707)
H (7.68813, 8.13640, 6.96466)
H (8.90940, 9.37659, 6.42076)
H (7.30184, 9.78759, 6.81626)

Löwdin atomic charge list, values in e, 8 entries:
1. Ag 0.442
2. O -0.228
3. C -0.393
4. C -0.069
5. C -0.130
6. C -0.159
7. C -0.117
8. C -0.177